{"formula": "C49H139CdN8O18", "method": "wB97M-V/def2-TZVPD", "lumo_energy_ev": -2.3021, "gap_ev": 6.389, "total_charge": 1, "species": ["Cd", "C", "C", "C", "C", "C", "C", "N", "O", "C", "C", "C", "H", "H", "H", "H", "H", "H", "H", "H", "H", "H", "H", "H", "H", "H", "H", "H", "H", "H", "C", "C", "C", "O", "H", "H", "H", "H", "H", "H", "H", "H", "C", "C", "C", "O", "H", "H", "H", "H", "H", "H", "H", "H", "C", "C", "C", "O", "H", "H", "H", "H", "H", "H", "H", "H", "C", "C", "C", "O", "H", "H", "H", "H", "H", "H", "H", "H", "O", "H", "H", "O", "H", "H", "O", "H", "H", "O", "H", "H", "O", "H", "H", "O", "H", "H", "C", "C", "C", "O", "C", "N", "H", "H", "H", "H", "H", "H", "H", "H", "H", "H", "H", "C", "C", "C", "O", "C", "N", "H", "H", "H", "H", "H", "H", "H", "H", "H", "H", "H", "C", "C", "C", "O", "C", "N", "H", "H", "H", "H", "H", "H", "H", "H", "H", "H", "H", "C", "C", "C", "O", "C", "N", "H", "H", "H", "H", "H", "H", "H", "H", "H", "H", "H", "C", "C", "C", "O", "C", "N", "H", "H", "H", "H", "H", "H", "H", "H", "H", "H", "H", "C", "C", "C", "O", "C", "N", "H", "H", "H", "H", "H", "H", "H", "H", "H", "H", "H", "C", "C", "C", "O", "C", "N", "H", "H", "H", "H", "H", "H", "H", "H", "H", "H", "H"], "positions_angstrom": [[-8.133, -11.272, 13.054], [-12.048, -12.475, 13.779], [-11.589, -12.825, 15.194], [-12.453, -14.073, 15.557], [-11.918, -14.924, 16.720], [-10.449, -15.198, 16.434], [-9.589, -13.904, 16.239], [-10.166, -13.150, 15.141], [-9.393, -12.047, 14.761], [-8.224, -14.520, 15.872], [-9.531, -13.216, 17.603], [-12.004, -11.727, 16.192], [-11.830, -13.309, 13.103], [-11.419, -11.678, 13.367], [-13.110, -12.232, 13.737], [-12.534, -14.729, 14.687], [-13.463, -13.754, 15.828], [-12.527, -15.830, 16.789], [-12.082, -14.421, 17.679], [-10.476, -15.794, 15.521], [-9.909, -15.722, 17.227], [-8.299, -15.432, 15.278], [-7.688, -14.738, 16.797], [-7.581, -13.832, 15.318], [-8.755, -13.607, 18.265], [-10.449, -13.270, 18.190], [-9.363, -12.145, 17.456], [-11.800, -12.050, 17.212], [-13.086, -11.584, 16.128], [-11.527, -10.755, 16.054], [-11.922, -8.148, 20.318], [-10.910, -8.914, 19.453], [-11.001, -10.439, 19.686], [-11.104, -8.557, 18.102], [-12.940, -8.359, 19.987], [-11.714, -7.091, 20.117], [-11.806, -8.199, 21.401], [-9.907, -8.571, 19.728], [-12.018, -10.805, 19.530], [-10.798, -10.675, 20.732], [-10.258, -10.889, 19.027], [-12.041, -8.765, 17.901], [-6.854, -16.736, 18.415], [-7.818, -16.071, 19.389], [-7.937, -16.918, 20.651], [-7.450, -14.731, 19.661], [-6.654, -16.207, 17.480], [-7.154, -17.742, 18.131], [-5.855, -16.745, 18.864], [-8.811, -16.032, 18.912], [-8.309, -17.904, 20.374], [-8.628, -16.469, 21.367], [-6.953, -16.957, 21.120], [-8.169, -14.322, 20.154], [-11.574, -18.682, 18.955], [-12.974, -18.827, 18.351], [-14.012, -17.866, 18.914], [-12.829, -18.650, 16.925], [-11.664, -18.437, 20.015], [-10.909, -18.008, 18.422], [-11.136, -19.683, 18.944], [-13.318, -19.861, 18.454], [-13.782, -16.806, 18.811], [-14.059, -18.162, 19.967], [-15.002, -18.041, 18.487], [-13.715, -18.549, 16.558], [-13.287, -9.367, 10.742], [-13.070, -10.845, 10.509], [-13.664, -11.266, 9.154], [-11.664, -11.128, 10.496], [-12.875, -8.985, 11.679], [-14.359, -9.157, 10.792], [-12.878, -8.686, 9.995], [-13.559, -11.468, 11.261], [-13.606, -12.352, 9.044], [-13.205, -10.810, 8.280], [-14.726, -11.011, 9.176], [-11.513, -11.946, 10.014], [-7.642, -9.599, 14.418], [-8.245, -9.414, 15.171], [-6.919, -8.965, 14.490], [-9.754, -10.133, 12.355], [-10.127, -9.354, 12.868], [-10.342, -10.245, 11.582], [-13.628, -9.489, 14.343], [-13.690, -10.377, 14.728], [-14.109, -9.561, 13.511], [-6.511, -12.306, 13.861], [-5.750, -12.609, 13.348], [-6.207, -12.333, 14.796], [-9.052, -9.760, 16.600], [-9.457, -9.570, 17.463], [-9.556, -10.528, 16.244], [-13.580, -9.519, 17.250], [-14.463, -9.375, 17.612], [-13.695, -9.455, 16.287], [-11.118, -6.651, 12.846], [-10.450, -7.114, 14.136], [-10.727, -6.217, 15.356], [-10.462, -4.853, 15.118], [-9.094, -4.563, 15.025], [-10.851, -8.516, 14.365], [-10.882, -5.623, 12.568], [-12.210, -6.713, 12.829], [-10.755, -7.294, 12.041], [-9.387, -7.037, 13.882], [-10.216, -6.586, 16.252], [-11.799, -6.313, 15.551], [-8.985, -3.482, 14.971], [-8.507, -5.090, 14.266], [-8.559, -4.840, 15.950], [-10.372, -8.787, 15.219], [-11.857, -8.556, 14.516], [-15.132, -15.389, 17.656], [-15.482, -15.341, 19.135], [-15.261, -13.904, 19.682], [-15.715, -13.716, 21.005], [-15.004, -14.458, 21.968], [-16.859, -15.779, 19.393], [-14.069, -15.136, 17.589], [-15.671, -14.685, 17.018], [-15.305, -16.390, 17.261], [-14.831, -16.029, 19.677], [-15.823, -13.195, 19.071], [-14.207, -13.606, 19.582], [-14.940, -15.531, 21.782], [-15.437, -14.211, 22.937], [-13.967, -14.133, 22.119], [-17.525, -15.180, 18.920], [-16.995, -15.691, 20.393], [-9.365, -15.355, 12.008], [-8.185, -14.354, 12.041], [-7.186, -14.562, 10.925], [-7.882, -14.481, 9.688], [-7.085, -14.873, 8.572], [-8.788, -13.005, 11.902], [-9.855, -15.278, 12.980], [-9.004, -16.377, 11.868], [-9.998, -15.142, 11.148], [-7.632, -14.519, 12.966], [-6.708, -15.535, 11.072], [-6.445, -13.751, 10.885], [-6.163, -14.294, 8.495], [-7.739, -14.718, 7.719], [-6.828, -15.932, 8.643], [-8.964, -12.884, 10.902], [-9.740, -13.109, 12.260], [-12.177, -17.627, 13.312], [-11.231, -18.789, 13.563], [-10.068, -18.330, 14.454], [-9.230, -19.416, 14.769], [-8.475, -19.141, 15.926], [-11.953, -19.850, 14.279], [-12.570, -17.228, 14.250], [-12.995, -17.976, 12.680], [-11.661, -16.823, 12.781], [-10.890, -19.187, 12.605], [-10.452, -17.896, 15.386], [-9.529, -17.483, 13.999], [-7.899, -18.220, 15.781], [-7.792, -19.978, 16.055], [-9.077, -19.008, 16.831], [-11.299, -20.316, 14.907], [-12.510, -19.397, 15.012], [-15.735, -13.710, 12.726], [-16.562, -12.617, 13.408], [-16.766, -12.873, 14.894], [-17.415, -11.808, 15.531], [-17.011, -11.543, 16.840], [-15.965, -11.293, 13.184], [-16.364, -14.604, 12.743], [-14.899, -14.004, 13.368], [-15.419, -13.417, 11.730], [-17.553, -12.653, 12.936], [-15.787, -13.074, 15.352], [-17.347, -13.798, 14.987], [-17.258, -12.361, 17.531], [-17.504, -10.653, 17.224], [-15.921, -11.407, 16.886], [-16.585, -10.610, 13.612], [-15.939, -11.120, 12.186], [-7.119, -11.050, 19.505], [-6.097, -10.736, 18.431], [-6.149, -11.774, 17.284], [-5.317, -11.433, 16.162], [-3.948, -11.449, 16.495], [-6.398, -9.404, 17.891], [-7.065, -10.355, 20.348], [-6.901, -11.974, 20.055], [-8.144, -11.074, 19.136], [-5.120, -10.708, 18.915], [-7.177, -11.785, 16.909], [-5.933, -12.810, 17.574], [-3.551, -12.459, 16.645], [-3.709, -10.887, 17.400], [-3.359, -10.971, 15.711], [-7.367, -9.376, 17.581], [-5.870, -9.427, 17.015], [-11.871, -14.383, 24.425], [-10.411, -13.898, 24.297], [-10.253, -12.709, 23.351], [-10.222, -13.002, 21.966], [-11.439, -13.431, 21.396], [-10.016, -13.533, 25.670], [-12.231, -14.907, 23.536], [-12.540, -13.571, 24.703], [-11.947, -15.196, 25.152], [-9.810, -14.750, 23.960], [-9.255, -12.295, 23.506], [-10.974, -11.930, 23.622], [-11.406, -13.459, 20.305], [-12.233, -12.704, 21.603], [-11.686, -14.423, 21.774], [-8.994, -13.480, 25.723], [-10.118, -14.393, 26.210]], "lowdin_charge": [1.371, -0.042, -0.467, -0.118, -0.179, -0.122, -0.459, -0.152, -0.344, -0.015, -0.022, -0.018, 0.079, 0.058, 0.063, 0.105, 0.095, 0.085, 0.094, 0.091, 0.100, 0.075, 0.051, 0.048, 0.065, 0.056, 0.049, 0.071, 0.061, 0.067, -0.043, -0.476, -0.036, -0.085, 0.076, 0.083, 0.082, 0.141, 0.083, 0.078, 0.040, 0.052, -0.044, -0.501, -0.042, -0.063, 0.058, 0.070, 0.090, 0.111, 0.080, 0.072, 0.088, 0.077, -0.037, -0.436, -0.066, -0.089, 0.078, 0.061, 0.080, 0.138, 0.048, 0.101, 0.094, 0.087, -0.046, -0.461, -0.047, -0.074, 0.052, 0.087, 0.096, 0.112, 0.081, 0.089, 0.084, 0.093, -0.112, 0.009, 0.078, -0.182, 0.029, 0.030, -0.062, 0.010, 0.031, -0.137, 0.081, 0.047, -0.104, 0.043, 0.026, -0.048, 0.069, 0.016, -0.050, -0.412, -0.190, -0.166, -0.120, 0.066, 0.084, 0.082, 0.068, 0.121, 0.120, 0.134, 0.093, 0.080, 0.091, 0.046, 0.056, -0.058, -0.444, -0.183, -0.170, -0.102, 0.070, 0.041, 0.067, 0.078, 0.073, 0.105, 0.120, 0.089, 0.100, 0.052, 0.075, 0.069, -0.044, -0.386, -0.207, -0.209, -0.079, -0.006, 0.059, 0.089, 0.087, 0.118, 0.137, 0.124, 0.090, 0.092, 0.092, 0.091, 0.055, -0.057, -0.407, -0.228, -0.171, -0.106, 0.048, 0.067, 0.084, 0.057, 0.137, 0.101, 0.103, 0.078, 0.095, 0.078, 0.068, 0.033, -0.044, -0.425, -0.214, -0.168, -0.103, 0.052, 0.086, 0.063, 0.072, 0.139, 0.101, 0.137, 0.078, 0.096, 0.076, 0.083, 0.067, -0.049, -0.410, -0.162, -0.245, -0.092, 0.061, 0.088, 0.080, 0.048, 0.126, 0.106, 0.134, 0.098, 0.086, 0.094, 0.034, 0.059, -0.069, -0.429, -0.195, -0.196, -0.126, 0.026, 0.046, 0.089, 0.077, 0.136, 0.126, 0.132, 0.069, 0.091, 0.066, 0.077, 0.071]}